# 1
ORCA calculation (the ωB97M-V functional and the def2-TZVPD basis) on a cluster of 6 separate species, C30H56O15 in total.

```
101
Properties=species:S:1:pos:R:3
C 1.503 -0.320 -7.353
H -5.507 -3.507 2.329
H -4.653 -1.151 2.425
C -1.115 -5.565 -9.834
H 3.619 -0.176 -7.049
H 6.497 3.263 3.359
H 5.091 4.815 2.588
O -0.946 -1.953 -7.463
O 2.854 1.689 -7.062
H 1.190 1.410 -4.984
H -6.537 -4.344 3.468
C -0.282 0.719 2.971
H -2.845 4.072 -4.008
O 2.517 3.831 -6.689
C -1.458 2.613 3.204
H 0.485 1.699 4.740
C -0.251 -1.536 6.788
C 3.174 4.162 3.263
H -2.612 -5.684 -8.309
O -1.073 3.886 -1.245
H -3.427 2.885 0.957
H -1.602 4.522 0.597
C -2.095 4.061 -0.257
C 1.090 2.377 -5.473
H 0.192 -4.064 7.527
H -1.297 -2.849 8.198
H -2.850 4.770 -0.601
H 3.264 2.724 4.937
H 3.149 5.138 3.738
H -3.493 4.013 -2.385
H -3.209 -0.547 3.216
H 1.110 -4.406 6.080
H 1.755 3.537 4.694
O -1.588 1.273 3.249
H -1.078 -5.578 5.970
H -0.939 -4.366 4.683
H 1.564 -0.211 -8.438
H -2.087 -2.820 -10.374
H -2.062 -2.715 2.888
C 2.589 3.079 4.165
C 2.018 1.872 3.368
C -3.568 -1.253 2.470
O -2.263 3.414 3.241
H -1.696 -1.219 -9.789
C 0.209 -3.916 6.446
O -1.552 -3.993 -8.024
H -0.113 0.674 1.899
C -1.006 -4.510 5.761
C 4.574 3.859 2.683
H -0.343 -6.050 -9.236
C -1.318 3.797 -2.564
C -1.382 -1.870 7.732
C -3.149 -2.661 2.841
H 1.443 -1.379 -7.109
C 2.218 2.698 -6.426
O -0.118 2.911 3.080
H -1.580 -6.312 -10.479
H -1.930 -4.034 6.089
H -3.186 2.233 -0.671
C -2.737 3.587 -3.041
H -0.617 -4.829 -10.465
H -2.955 -4.449 -9.497
H -3.464 -3.400 2.102
C 7.506 0.626 3.535
H 8.161 1.459 3.776
C 0.534 1.766 3.654
O -0.397 3.812 -3.338
H -1.383 -1.135 8.533
H -2.917 2.519 -3.157
O -3.602 -3.024 4.149
C -2.149 -4.922 -8.934
H -0.198 -0.250 3.445
H 0.146 2.416 -6.014
C 2.712 0.314 -6.696
O 6.642 1.199 1.445
O 0.055 -0.396 6.556
H 1.080 3.123 -4.691
H -6.481 -2.572 3.486
C 6.464 1.147 2.574
O -5.052 -3.959 5.512
C 5.464 2.980 3.546
H 0.577 0.155 -7.036
O 0.369 -2.530 6.126
H -0.384 -2.332 -10.218
H -2.324 -1.808 7.189
H 5.274 3.088 4.609
C -1.299 -2.705 -8.330
H 2.238 1.949 2.306
H 2.490 4.250 2.420
H -3.156 -0.977 1.498
C -5.891 -3.477 3.347
H 8.120 -0.132 3.069
C -2.695 2.737 0.163
H 2.540 1.001 3.754
C -1.376 -2.258 -9.772
O 5.304 1.580 3.150
H -1.914 2.068 0.526
C -4.821 -3.534 4.412
H 4.515 3.477 1.672
H 7.029 0.234 4.426
H 2.700 0.202 -5.611
```

Output
Max |F|: 5.5 eV/Å
Frontier orbital gap: 9.926 eV
Molecular weight: 656.763 g/mol
SMILES: CC(=O)OCCCCC[C@@H]1COC(=O)O1.CCOC(C)=O.CCOC(C)=O.CCOC(C)=O.CCOC(C)=O.CCOC(C)=O
Electronic energy: -2305.2943 a.u.

***

# 2
ORCA calculation (the ωB97M-V functional and the def2-TZVPD basis) on a structure of composition C51H44ClF12InN4O3.

```
116
Properties=species:S:1:pos:R:3
C -5.516 -3.694 -4.244
C 0.739 -1.939 0.302
H 3.538 -7.068 2.753
C 2.413 -3.743 0.759
H -6.006 6.324 1.480
C 2.753 -5.047 4.461
H -1.800 6.733 2.091
C 1.265 -5.753 2.624
H 0.603 2.153 -8.079
F -5.636 -1.141 -0.341
C 2.896 1.266 -2.528
C 2.326 1.116 4.877
C 0.012 4.653 2.476
H -3.522 2.847 1.523
C -2.475 4.693 1.879
C 3.546 -0.652 3.115
H 2.042 -4.331 4.855
C -1.175 4.067 1.918
C -2.382 -0.977 -3.031
F -6.380 0.402 -1.636
H 3.429 0.120 6.419
N 0.121 -4.008 -0.005
H -1.140 -2.141 -4.319
C 3.212 0.167 5.362
H 4.513 -1.439 4.864
C -4.425 -2.751 -3.821
C 2.704 -3.696 2.304
C -3.912 1.615 -2.085
H -4.015 7.738 1.868
H -2.902 -3.723 -4.973
C 3.746 -6.052 2.425
H 3.406 4.419 2.247
C 1.127 6.124 4.059
C -3.626 3.919 1.624
N -0.494 -1.882 -0.139
C 2.068 -1.033 -2.938
F -4.430 1.585 -3.338
F -4.639 2.533 -1.431
Cl 1.581 2.222 5.975
F 3.846 1.010 -3.468
F 1.065 -1.915 -2.855
H -5.625 -4.498 -3.514
H -1.796 -3.476 -0.690
H 0.478 -5.055 2.894
C -0.838 -3.171 -0.319
C 2.632 -5.132 2.935
N 1.129 -3.216 0.390
H 2.260 1.764 -4.866
C -0.026 5.596 3.523
H 4.814 -3.635 1.884
H 1.065 6.844 4.871
H 1.363 3.484 1.271
C -1.420 0.753 -4.932
C -0.864 1.396 -6.005
C -3.907 6.658 1.816
C 2.373 5.731 3.590
C 2.046 1.201 3.525
C -2.659 6.088 1.959
F -5.506 0.895 0.251
O -3.098 0.106 -0.376
H -5.686 -1.618 -2.567
In -0.993 0.469 -0.663
C -5.027 5.873 1.586
H 5.302 -1.349 2.156
H 2.466 0.428 1.598
H 0.855 3.578 -7.077
C -0.679 0.440 -3.768
C -0.895 1.609 1.129
C 4.108 -3.077 2.501
H -5.722 3.867 1.275
C 2.438 4.763 2.595
H 4.709 -5.757 2.833
H 2.438 -4.767 0.387
F -2.694 2.159 -2.216
O 1.719 -2.954 2.978
C -5.355 0.091 -0.799
C 1.293 4.234 2.050
C -3.680 -0.859 -2.486
C 2.666 0.322 2.654
H 2.135 2.373 -7.216
C 1.597 0.414 -2.592
C -1.044 2.822 1.325
H 3.280 6.153 4.003
H 3.753 -4.757 4.772
H -6.472 -3.180 -4.320
H 3.815 -6.051 1.341
H -2.468 0.484 -4.944
H 3.170 -3.166 0.223
H 1.671 -2.059 2.620
C 0.474 1.775 -5.981
H 1.332 -1.071 0.496
F 3.534 1.051 -1.365
N -1.331 -0.149 -2.734
C -3.932 0.196 -1.412
F 3.019 -1.510 -2.099
C 1.220 1.478 -4.851
H 1.155 -6.003 1.573
C -3.133 -2.904 -4.306
F 2.584 -1.186 -4.176
H 3.872 -1.389 1.142
C 3.815 -0.709 4.479
H -5.275 -4.148 -5.205
H 1.139 -6.664 3.207
H 2.545 -6.024 4.889
H 1.358 1.941 3.146
H 4.395 -3.206 3.542
C 1.058 2.508 -7.155
H -1.477 1.634 -6.866
C -4.673 -1.727 -2.917
C -4.866 4.497 1.481
H -0.984 5.869 3.943
C 0.684 0.826 -3.745
C 4.233 -1.586 2.152
C -2.144 -2.028 -3.934
O 1.133 0.418 -1.339
F 2.666 2.580 -2.581
```

Output
Total charge: -2
Max |F|: 1.6 eV/Å
Frontier orbital gap: 3.965 eV
Molecular weight: 1139.185 g/mol
Electronic energy: -4263.4298 a.u.

***

# 3
ORCA calculation (the ωB97M-V functional and the def2-TZVPD basis) on a structure of composition C4H12NO3.

```
20
Properties=species:S:1:pos:R:3
H 0.474 1.264 -0.605
H 1.241 -2.058 1.038
C 1.750 -0.290 -1.683
H 1.510 0.159 0.260
H 2.706 0.080 -1.576
H -0.251 -2.491 1.411
C 0.364 -2.164 0.531
O -1.730 0.853 0.294
C -1.192 -0.213 0.557
O -0.913 -0.511 1.861
C -0.239 -0.936 -0.227
H -0.481 2.957 -0.678
H -1.585 -0.303 2.581
H 0.852 3.137 0.054
O 0.405 2.687 -0.657
N 0.861 0.013 -0.528
H 1.958 -1.344 -1.881
H 1.531 0.146 -2.704
H -0.715 -1.208 -1.165
H 0.541 -3.038 -0.087
```

Output
Total charge: +1
Max |F|: 6.3 eV/Å
Frontier orbital gap: 11.509 eV
Energy above the lowest of the compared OMol25 structures with the same formula, charge and spin: 225.96 kJ/mol
Molecular weight: 122.144 g/mol
Electronic energy: -439.7885 a.u.

***

# 4
ORCA calculation (the ωB97M-V functional and the def2-TZVPD basis) on an isolated molecule of CH3NOS3.

```
9
Properties=species:S:1:pos:R:3
C -0.543 -0.031 1.072
H -1.315 -0.605 1.484
H 0.563 -1.031 -1.735
H 1.320 0.922 -0.063
O 0.635 1.541 -0.164
S -1.936 1.414 -0.624
S 0.990 -1.038 0.753
N -0.578 0.861 0.098
S 0.863 -2.033 -0.820
```

Output
Max |F|: 6.4 eV/Å
Frontier orbital gap (alpha / beta): 7.435 / 7.448 eV
Energy above the lowest of the compared OMol25 structures with the same formula, charge and spin: 317.35 kJ/mol
Molecular weight: 141.242 g/mol
SMILES: O/[N+]([S-])=C\SS
Electronic energy: -1364.2974 a.u.